# 1
Entry from the OMol25 dataset: C5H8O in the gas phase (ωB97M-V/def2-TZVPD).

ORCA input file:
```
! wB97M-V def2-TZVPD RIJCOSX def2/J DEFGRID3
* xyz 0 1
H -1.568 0.722 0.581
H -0.972 -1.738 0.676
C -0.893 0.834 -1.463
C -0.697 0.414 -0.010
C -0.320 -1.092 0.077
H -0.222 -1.536 -0.917
H 0.466 1.133 1.720
C 1.056 -0.735 0.706
H -1.942 1.155 -1.691
H 1.324 1.453 0.184
H 1.903 -0.958 0.050
O -0.035 0.763 -2.313
H 1.245 -1.175 1.691
C 0.656 0.761 0.708
*
```

Results
LUMO = 0.985 eV
HOMO-LUMO gap = 10.708 eV
Electronic energy = -7360.93911 eV
Relative energy (zero: lowest compared OMol25 entry of this formula, charge and spin) = 30.35 kcal per mole
HOMO = -9.72 eV

natural (NBO) atomic charge list, values in e, 6 entries:
1. H 0.208
2. H 0.211
3. C 0.453
4. C -0.337
5. C -0.384
6. H 0.215

=====

# 2
Entry from the OMol25 dataset: C5H8O in the gas phase (ωB97M-V/def2-TZVPD).

ORCA input file:
```
! wB97M-V def2-TZVPD RIJCOSX def2/J DEFGRID3
* xyz 0 1
C -0.756 -0.634 0.148
C 0.565 -0.790 -0.594
H -0.268 0.411 2.186
H -2.132 1.036 0.558
H -0.857 1.479 -0.669
O 0.577 -0.483 -1.967
H -1.470 -1.428 0.347
H 1.641 1.132 -0.026
C -0.115 0.346 1.115
H -0.252 -0.035 -2.174
C 1.229 0.214 0.406
C -1.151 0.818 0.147
H 1.992 -0.279 1.016
H 0.998 -1.790 -0.492
*
```

Results
LUMO = 1.061 eV
HOMO-LUMO gap = 10.915 eV
Electronic energy = -7360.38753 eV
Relative energy (zero: lowest compared OMol25 entry of this formula, charge and spin) = 43.07 kcal per mole
HOMO = -9.85 eV

natural (NBO) atomic charge list, values in e, 6 entries:
1. C -0.264
2. C 0.105
3. H 0.219
4. H 0.227
5. H 0.203
6. O -0.713

=====

# 3
Entry from the OMol25 dataset: C5H8O in the gas phase (ωB97M-V/def2-TZVPD).

ORCA input file:
```
! wB97M-V def2-TZVPD RIJCOSX def2/J DEFGRID3
* xyz 0 1
H -2.130 0.323 -0.076
C -1.391 0.015 0.673
H 1.063 -0.613 -0.326
H 2.481 0.789 -1.341
C -0.347 -2.252 -0.113
H -1.882 0.142 1.645
H -0.430 1.952 0.391
C 0.784 0.431 -0.560
C -0.127 0.912 0.567
O 1.964 1.198 -0.635
H 0.415 0.891 1.521
H 0.227 0.433 -1.513
H 0.379 -2.853 -0.606
C -1.005 -1.368 0.373
*
```

Results
LUMO = 0.892 eV
HOMO-LUMO gap = 10.502 eV
Electronic energy = -7359.54600 eV
Relative energy (zero: lowest compared OMol25 entry of this formula, charge and spin) = 62.48 kcal per mole
HOMO = -9.61 eV

natural (NBO) atomic charge list, values in e, 6 entries:
1. H 0.230
2. C -0.482
3. H 0.174
4. H 0.466
5. C -0.274
6. H 0.236

=====

# 4
Entry from the OMol25 dataset: C5H8O in the gas phase (ωB97M-V/def2-TZVPD).

ORCA input file:
```
! wB97M-V def2-TZVPD RIJCOSX def2/J DEFGRID3
* xyz 0 1
C -0.903 0.279 -0.335
O -2.273 0.400 0.058
H 0.625 2.168 0.645
C -0.364 -1.060 0.165
H -0.733 -1.187 1.197
H -0.718 -1.927 -0.407
H -2.589 -0.485 0.317
C 1.534 0.336 0.098
C 0.418 1.342 -0.073
H -0.927 0.357 -1.425
H 2.579 0.608 0.253
C 1.122 -0.923 0.191
H 0.462 1.869 -1.027
H 1.767 -1.780 0.344
*
```

Results
LUMO = 1.022 eV
HOMO-LUMO gap = 10.296 eV
Electronic energy = -7360.41196 eV
Relative energy (zero: lowest compared OMol25 entry of this formula, charge and spin) = 42.51 kcal per mole
HOMO = -9.27 eV

natural (NBO) atomic charge list, values in e, 6 entries:
1. C 0.143
2. O -0.718
3. H 0.226
4. C -0.485
5. H 0.208
6. H 0.215

=====

# 5
Entry from the OMol25 dataset: C5H8O in the gas phase (ωB97M-V/def2-TZVPD).

ORCA input file:
```
! wB97M-V def2-TZVPD RIJCOSX def2/J DEFGRID3
* xyz 0 1
C 0.658 1.036 -0.214
H 0.776 2.048 -0.578
H -0.588 -1.819 0.468
C -0.031 -0.916 0.728
H -0.210 -0.700 1.793
H -2.571 0.035 0.148
C -1.820 0.156 -0.639
H 2.509 0.102 -0.729
O 1.340 -1.084 0.482
H -2.179 0.890 -1.360
C 1.861 0.196 0.154
H 2.479 0.566 0.983
C -0.440 0.300 -0.078
H -1.782 -0.810 -1.157
*
```

Results
LUMO = 1.020 eV
HOMO-LUMO gap = 9.946 eV
Electronic energy = -7360.73498 eV
Relative energy (zero: lowest compared OMol25 entry of this formula, charge and spin) = 35.06 kcal per mole
HOMO = -8.93 eV

natural (NBO) atomic charge list, values in e, 6 entries:
1. C -0.235
2. H 0.215
3. H 0.177
4. C -0.088
5. H 0.160
6. H 0.220

=====

# 6
Entry from the OMol25 dataset: C5H8O in the gas phase (ωB97M-V/def2-TZVPD).

ORCA input file:
```
! wB97M-V def2-TZVPD RIJCOSX def2/J DEFGRID3
* xyz 0 1
C 1.678 -0.298 -0.319
H -1.441 -1.409 0.259
H -0.900 0.623 -1.136
C 2.042 0.842 -0.461
H -2.013 2.118 0.206
O -1.977 1.217 0.550
H 2.210 1.886 -0.593
H 1.078 -2.208 0.471
H -0.488 -0.720 1.579
C 0.700 -1.378 -0.136
H 0.052 1.240 0.251
H 0.473 -1.794 -1.125
C -0.584 -0.765 0.488
C -0.828 0.646 -0.033
*
```

Results
LUMO = 0.900 eV
HOMO-LUMO gap = 10.512 eV
Electronic energy = -7359.56398 eV
Relative energy (zero: lowest compared OMol25 entry of this formula, charge and spin) = 62.06 kcal per mole
HOMO = -9.61 eV

natural (NBO) atomic charge list, values in e, 6 entries:
1. C 0.019
2. H 0.215
3. H 0.151
4. C -0.275
5. H 0.466
6. O -0.718

=====

# 7
Entry from the OMol25 dataset: C5H8O in the gas phase (ωB97M-V/def2-TZVPD).

ORCA input file:
```
! wB97M-V def2-TZVPD RIJCOSX def2/J DEFGRID3
* xyz 0 1
H -1.410 -2.648 -0.005
O 1.841 0.631 1.112
H -1.928 -2.487 -1.588
H 2.598 1.029 0.523
C -1.880 -1.878 -0.579
H -0.245 2.098 -1.093
H -2.907 -1.673 -0.244
C 0.485 1.862 -0.323
C -0.240 -0.415 0.353
H -0.771 -0.300 -1.718
C 0.703 0.723 0.327
C -0.865 -0.779 -0.762
H 1.109 2.724 -0.137
H -0.398 -0.871 1.277
*
```

Results
LUMO = 0.936 eV
HOMO-LUMO gap = 9.585 eV
Electronic energy = -7360.11240 eV
Relative energy (zero: lowest compared OMol25 entry of this formula, charge and spin) = 49.42 kcal per mole
HOMO = -8.65 eV

natural (NBO) atomic charge list, values in e, 6 entries:
1. H 0.219
2. O -0.697
3. H 0.203
4. H 0.489
5. C -0.654
6. H 0.208

=====

# 8
Entry from the OMol25 dataset: a 2-piece molecular cluster, C5H8O overall (ωB97M-V/def2-TZVPD).

ORCA input file:
```
! wB97M-V def2-TZVPD RIJCOSX def2/J DEFGRID3
* xyz 0 1
H 0.943 -1.484 0.588
C -0.467 -0.422 -1.719
H 1.057 1.989 -1.411
H -0.303 -1.492 -1.379
C -0.754 -0.583 1.678
H 1.820 2.213 0.260
O 0.080 0.022 -2.713
C 1.168 1.648 -0.389
H -0.528 -1.221 2.533
H -1.682 -0.934 1.226
C 0.368 -0.570 0.691
H -1.450 -0.068 -1.361
C 0.691 0.481 -0.065
H -0.943 0.421 2.062
*
```

Results
LUMO = 0.581 eV
HOMO-LUMO gap = 9.869 eV
Electronic energy = -7358.65533 eV
Relative energy (zero: lowest compared OMol25 entry of this formula, charge and spin) = 83.02 kcal per mole
HOMO = -9.29 eV

natural (NBO) atomic charge list, values in e, 6 entries:
1. H 0.223
2. C 0.230
3. H 0.235
4. H 0.101
5. C -0.643
6. H 0.226

=====

What did the second record say?
Entry from the OMol25 dataset: C5H8O in the gas phase (ωB97M-V/def2-TZVPD).

ORCA input file:
```
! wB97M-V def2-TZVPD RIJCOSX def2/J DEFGRID3
* xyz 0 1
C -0.756 -0.634 0.148
C 0.565 -0.790 -0.594
H -0.268 0.411 2.186
H -2.132 1.036 0.558
H -0.857 1.479 -0.669
O 0.577 -0.483 -1.967
H -1.470 -1.428 0.347
H 1.641 1.132 -0.026
C -0.115 0.346 1.115
H -0.252 -0.035 -2.174
C 1.229 0.214 0.406
C -1.151 0.818 0.147
H 1.992 -0.279 1.016
H 0.998 -1.790 -0.492
*
```

Results
LUMO = 1.061 eV
HOMO-LUMO gap = 10.915 eV
Electronic energy = -7360.38753 eV
Relative energy (zero: lowest compared OMol25 entry of this formula, charge and spin) = 43.07 kcal per mole
HOMO = -9.85 eV

natural (NBO) atomic charge list, values in e, 6 entries:
1. C -0.264
2. C 0.105
3. H 0.219
4. H 0.227
5. H 0.203
6. O -0.713

=====

- Which of these has the highest electronic energy?
  number 8

=====

- Which of these has the highest HOMO-LUMO gap?
  number 2

=====

- Among the records above, which one has the lowest HOMO-LUMO gap?
  number 7